(1)
{"formula": "C3H7O2", "method": "ωB97M-V/def2-TZVPD", "de_lowest_ev": 4.305, "homo_energy_ev": -16.9, "gap_ev": 11.73, "lumo_energy_ev": -5.16, "energy_ha": -268.52180, "total_charge": 1, "symbols": ["H", "O", "H", "H", "H", "C", "C", "H", "O", "C", "H", "H"], "coordinates": [[-1.2154, -1.6466, -0.6074], [0.3959, 1.3615, 0.1830], [1.8270, -0.2134, 1.7252], [-0.2821, 3.0305, -0.5434], [-1.8991, -0.0296, -0.8969], [-1.0411, -0.6954, -1.0147], [0.3061, 0.1360, 0.1262], [-0.6128, -0.7405, -2.0832], [-0.4604, 2.0674, -0.7152], [1.0536, -0.7346, 1.0819], [0.4391, -0.8835, 1.8699], [1.4893, -1.6519, 0.8744]]}

(2)
{"formula": "C3H7O2", "method": "ωB97M-V/def2-TZVPD", "de_lowest_ev": 5.283, "homo_energy_ev": [-15.6, -15.4], "gap_ev": [8.70, 8.47], "lumo_energy_ev": [-6.86, -6.93], "energy_ha": -268.48588, "total_charge": 1, "symbols": ["H", "H", "H", "H", "H", "C", "H", "C", "O", "H", "C", "O"], "coordinates": [[0.9546, 1.9510, 1.0637], [-0.2954, -2.0945, -0.8848], [1.7120, 2.2935, -0.4244], [-1.0854, 1.6645, -0.2738], [-0.4522, -1.7679, 0.9292], [-0.5784, 0.7044, -0.4922], [-1.9180, -2.7297, 0.1707], [1.4602, 1.4529, 0.2181], [0.5844, 0.4771, -0.3042], [2.4198, 0.9521, 0.3846], [-0.9921, -1.9949, 0.0029], [-1.8094, -0.9085, -0.3899]]}

(3)
{"formula": "C3H7O2P", "method": "ωB97M-V/def2-TZVPD", "de_lowest_ev": 2.569, "homo_energy_ev": -8.8, "gap_ev": 8.60, "lumo_energy_ev": -0.24, "energy_ha": -610.26361, "smiles": "CCP=O.C=O", "symbols": ["O", "H", "C", "C", "H", "P", "O", "H", "H", "H", "C", "H", "H"], "coordinates": [[0.3474, 2.4961, -0.2449], [1.0253, 4.0969, 1.0252], [-0.9909, -1.4189, -0.3566], [1.1927, 3.0862, 0.3363], [-1.4580, -1.0439, -1.4438], [1.4876, -0.1122, -0.8554], [2.4277, 0.0093, 0.2791], [0.4670, -2.4551, -1.3919], [-1.5523, -2.3943, -0.2606], [0.9816, -2.0933, 0.2973], [0.5151, -1.7154, -0.5734], [-1.3106, -0.8619, 0.5360], [2.2649, 2.9158, 0.0544]]}

(4)
{"formula": "C3H7O2P2", "method": "ωB97M-V/def2-TZVPD", "homo_energy_ev": [0.7, -5.2], "gap_ev": [3.40, 6.80], "spin_multiplicity": 3, "lumo_energy_ev": [4.05, 1.59], "energy_ha": -951.53545, "s2": 2.01, "total_charge": -1, "symbols": ["C", "H", "H", "O", "H", "P", "P", "C", "H", "H", "O", "H", "C", "H"], "coordinates": [[-1.8247, -0.0842, 1.1108], [-1.8913, 0.6564, 0.2911], [-2.6473, -0.7955, 1.3565], [0.5935, -2.6673, 1.9375], [-1.6138, 0.5591, 2.0080], [0.4306, -0.3449, -0.6695], [2.2869, 0.8698, -0.7490], [0.3990, -1.8311, 1.0374], [1.7755, 1.9703, -0.0255], [-0.4163, 0.8237, -1.0454], [1.3137, -1.7727, 0.0055], [0.6820, -0.9333, -1.9279], [-0.5141, -0.7015, 0.7446], [3.1984, 0.5279, 0.2792]]}

(5)
{"formula": "C3H7O2PS", "method": "ωB97M-V/def2-TZVPD", "de_lowest_ev": 3.736, "homo_energy_ev": [-9.1, -9.1], "gap_ev": [7.56, 7.56], "lumo_energy_ev": [-1.52, -1.52], "energy_ha": -1008.42536, "smiles": "CCCP=S(=O)=O", "symbols": ["H", "H", "C", "C", "C", "H", "H", "O", "P", "S", "H", "H", "H", "O"], "coordinates": [[1.3752, -1.1840, 0.6804], [-0.0672, -0.3780, -1.3654], [-0.0621, 0.8249, 0.5733], [0.6938, 0.2008, -0.6943], [1.9149, -0.5080, -0.1406], [1.0977, 1.0515, -1.3291], [-0.2059, 0.0211, 1.3173], [-4.0378, -0.4198, -0.4883], [-1.7260, 1.5007, 0.1235], [-2.6601, -0.2899, -0.0614], [0.7374, 1.5093, 0.9121], [2.5189, 0.0871, 0.5387], [2.5303, -1.1063, -0.8783], [-2.1093, -1.3093, 0.8123]]}

(6)
{"formula": "C3H7O2PS3", "method": "ωB97M-V/def2-TZVPD", "de_lowest_ev": 0.000, "homo_energy_ev": -8.9, "gap_ev": 7.92, "lumo_energy_ev": -0.97, "energy_ha": -1804.93216, "symbols": ["C", "H", "H", "S", "H", "C", "C", "S", "P", "H", "O", "H", "H", "S", "O", "H"], "coordinates": [[-0.6576, 0.6883, 0.3805], [1.7711, 2.2695, -1.3700], [-1.5648, -1.9535, 2.5719], [2.1276, -0.3871, -0.1261], [0.1534, -1.2612, 2.3910], [-1.4957, -0.0494, 1.3373], [-0.9154, -1.3943, 1.8653], [-0.9017, 0.4183, -1.4346], [1.2405, 0.2351, -1.7030], [1.8339, -0.0689, -3.6410], [1.6208, 1.7653, -2.2656], [-1.6435, 0.3980, 2.3659], [-0.6959, -2.1004, 1.0755], [0.2650, 2.0428, 0.7389], [1.3130, -0.5781, -3.0562], [-2.4506, -0.0245, 0.8701]]}

(7)
{"formula": "C3H7O2Ru", "method": "ωB97M-V/def2-TZVPD", "homo_energy_ev": [-20.1, -20.7], "gap_ev": [9.35, 8.00], "spin_multiplicity": 6, "lumo_energy_ev": [-10.78, -12.75], "energy_ha": -362.87120, "s2": 8.76, "total_charge": 2, "symbols": ["H", "C", "H", "H", "H", "C", "O", "C", "H", "O", "H", "Ru", "H"], "coordinates": [[-2.4080, 0.9921, -0.4556], [0.3386, -0.5614, 0.3999], [0.1619, -1.6059, 0.1011], [-2.1476, -0.6662, -1.0969], [0.0906, -0.4385, 1.4674], [-1.8886, 0.0416, -0.2992], [-0.4919, 0.3121, -0.3689], [1.7879, -0.1573, 0.1675], [2.3021, -1.0825, -0.1573], [1.9967, 0.7134, -0.8272], [-2.1438, -0.3788, 0.6829], [0.5335, 1.9566, -0.7625], [1.8685, 0.8748, 1.1487]]}

(8)
{"formula": "C3H7O2S", "method": "ωB97M-V/def2-TZVPD", "de_lowest_ev": 0.608, "homo_energy_ev": -3.3, "gap_ev": 7.36, "lumo_energy_ev": 4.07, "energy_ha": -667.22095, "total_charge": -1, "symbols": ["C", "O", "H", "H", "S", "H", "H", "H", "C", "H", "O", "C", "H"], "coordinates": [[-2.5652, -0.0647, 0.0468], [4.4072, -0.3805, -0.0451], [-0.6946, 0.6555, 1.0592], [-1.1813, 1.5197, -0.4420], [0.0312, -0.4229, -1.0524], [1.4512, 0.1460, 0.1944], [-2.4345, -1.0717, 0.4270], [2.6739, -1.3407, -0.4746], [3.2070, -0.4821, -0.0179], [-3.3386, 0.4030, 0.7658], [2.3979, 0.4321, 0.5191], [-1.0865, 0.4967, 0.0250], [-2.8678, 0.1097, -1.0054]]}

(9)
{"formula": "C3H7O2S", "method": "ωB97M-V/def2-TZVPD", "de_lowest_ev": 1.128, "homo_energy_ev": -3.2, "gap_ev": 7.21, "lumo_energy_ev": 4.00, "energy_ha": -667.20182, "total_charge": -1, "symbols": ["H", "H", "O", "O", "H", "C", "H", "H", "C", "S", "H", "H", "C"], "coordinates": [[1.1846, 0.5824, 0.0045], [1.3765, 0.7965, 1.7576], [0.0150, 1.5470, -2.1835], [0.5016, -2.6358, -0.8932], [-0.7441, -1.0988, -0.7943], [0.5299, -1.1170, 0.9871], [-0.0273, -1.3047, 1.9209], [0.6971, 0.9355, -1.9300], [0.6862, 0.4867, 0.9659], [-0.9044, 1.3779, 0.8694], [1.5027, -1.6285, 1.1593], [-0.4970, 1.6174, -1.3326], [0.0347, -1.7087, -0.2666]]}

(10)
{"formula": "C3H7O3", "method": "ωB97M-V/def2-TZVPD", "de_lowest_ev": 1.059, "homo_energy_ev": -4.2, "gap_ev": 8.46, "lumo_energy_ev": 4.28, "energy_ha": -344.27130, "total_charge": -1, "symbols": ["C", "H", "H", "C", "H", "O", "H", "O", "O", "H", "H", "C", "H"], "coordinates": [[1.3987, 1.3691, 1.4845], [-2.1249, -1.9572, -1.5221], [-2.2064, -0.4815, -2.3474], [-0.6957, -0.5260, -0.6500], [1.1211, -0.4718, 1.9825], [-0.0141, 0.4688, -0.9337], [1.7568, 1.3649, 0.4560], [-0.8356, -1.1355, 0.4374], [1.6484, 0.2721, 2.3045], [1.9334, 2.2676, 1.8876], [0.2899, 1.5510, 1.4431], [-1.4546, -1.1747, -1.8836], [-0.8170, -1.5467, -2.6587]]}